1.
Entry from the OMol25 dataset: a cluster of 7 separate species, C45H107N11O7P2 in total (ωB97M-V/def2-TZVPD).

Summary:
HOMO: -8.1 eV
E_LUMO: 0.4 eV

The geometry in ORCA input format:
```
! wB97M-V def2-TZVPD RIJCOSX def2/J DEFGRID3
* xyz 0 1
C -4.007 4.616 -1.773
N -3.566 5.982 -1.619
C -4.390 6.916 -2.402
P -2.998 6.504 -0.123
O -3.978 6.377 0.970
N -1.628 5.554 0.099
C -1.311 5.085 1.438
C -0.507 5.433 -0.812
N -2.475 8.092 -0.368
C -1.706 8.487 -1.542
C -2.602 9.075 0.698
H -4.935 4.346 -1.260
H -3.225 3.984 -1.332
H -4.026 4.280 -2.810
H -5.322 7.153 -1.882
H -4.626 6.503 -3.382
H -3.850 7.835 -2.630
H -0.865 4.088 1.439
H -0.612 5.821 1.859
H -2.169 5.091 2.110
H -0.624 5.939 -1.763
H 0.421 5.787 -0.345
H -0.335 4.367 -1.003
H -2.254 9.284 -2.061
H -0.717 8.846 -1.254
H -1.647 7.703 -2.292
H -2.297 8.642 1.654
H -3.633 9.392 0.864
H -1.980 9.951 0.530
C 5.743 1.495 -0.321
N 5.896 2.622 0.588
C 7.147 2.686 1.357
P 4.568 3.550 1.081
O 4.980 4.808 1.748
N 3.648 3.771 -0.292
C 2.698 2.782 -0.767
C 3.661 5.057 -0.966
N 3.589 2.578 2.035
C 3.997 1.259 2.551
C 2.456 3.191 2.702
H 6.683 1.002 -0.568
H 5.312 1.827 -1.266
H 5.116 0.695 0.087
H 7.084 2.070 2.259
H 7.337 3.722 1.627
H 7.930 2.308 0.702
H 3.023 1.752 -0.619
H 1.715 2.930 -0.318
H 2.672 2.825 -1.860
H 4.114 5.845 -0.372
H 4.177 4.990 -1.931
H 2.618 5.323 -1.169
H 4.891 0.894 2.063
H 4.167 1.428 3.618
H 3.176 0.556 2.398
H 2.204 4.095 2.148
H 2.656 3.404 3.755
H 1.587 2.526 2.638
C -1.354 -4.786 -1.638
C -0.286 -5.890 -1.622
C -0.858 -7.164 -2.246
C 0.958 -5.568 -2.458
C 1.944 -4.564 -1.790
C 2.260 -5.007 -0.367
C 1.069 -5.396 0.508
C 1.521 -6.185 1.743
C 0.430 -4.085 1.032
N 0.106 -6.182 -0.241
O -0.936 -6.732 0.529
H -0.951 -3.796 -1.416
H -1.882 -4.680 -2.588
H -2.088 -4.992 -0.857
H -0.113 -7.943 -2.402
H -1.727 -7.607 -1.757
H -1.233 -6.864 -3.230
H 1.555 -6.468 -2.605
H 0.692 -5.175 -3.441
H 2.883 -4.654 -2.342
H 1.614 -3.534 -1.928
H 2.709 -4.084 0.024
H 3.063 -5.742 -0.283
H 1.875 -7.176 1.437
H 0.725 -6.286 2.478
H 2.383 -5.737 2.240
H 0.340 -3.365 0.218
H 0.927 -3.652 1.901
H -0.586 -4.355 1.335
H -0.606 -7.619 0.713
C -4.383 -2.167 5.977
C -3.601 -2.629 4.733
C -2.654 -1.484 4.342
C -2.760 -3.842 5.151
C -2.035 -4.406 3.939
C -3.079 -4.901 2.948
C -4.112 -3.808 2.560
C -3.527 -2.925 1.428
C -5.306 -4.589 1.984
N -4.583 -3.048 3.734
O -5.524 -2.058 3.395
H -5.041 -2.929 6.396
H -3.724 -1.741 6.733
H -5.082 -1.393 5.645
H -3.227 -0.556 4.459
H -1.802 -1.314 4.999
H -2.304 -1.613 3.320
H -1.982 -3.571 5.867
H -3.448 -4.561 5.601
H -1.392 -3.689 3.425
H -1.471 -5.299 4.221
H -3.632 -5.673 3.489
H -2.674 -5.289 2.013
H -4.078 -1.984 1.368
H -3.736 -3.407 0.474
H -2.460 -2.745 1.548
H -5.040 -5.212 1.133
H -6.181 -3.983 1.738
H -5.694 -5.204 2.803
H -5.051 -1.441 2.810
C 0.355 -2.342 -4.526
C 1.284 -1.179 -4.934
C 1.436 -0.201 -3.746
C 2.618 -1.894 -5.229
C 3.563 -1.046 -6.107
C 2.807 -0.695 -7.396
C 1.560 0.178 -7.100
C 1.958 1.574 -6.678
C 0.841 0.275 -8.454
N 0.767 -0.558 -6.135
O -0.540 -0.035 -5.956
H -0.703 -2.095 -4.459
H 0.461 -3.172 -5.229
H 0.727 -2.792 -3.601
H 0.537 0.029 -3.168
H 2.098 -0.593 -2.964
H 1.840 0.777 -4.010
H 3.136 -1.929 -4.266
H 2.550 -2.892 -5.652
H 3.878 -0.120 -5.622
H 4.478 -1.598 -6.326
H 2.572 -1.592 -7.969
H 3.492 -0.105 -8.014
H 2.383 2.162 -7.496
H 2.635 1.651 -5.826
H 1.088 2.178 -6.397
H -0.037 0.921 -8.400
H 0.540 -0.688 -8.870
H 1.549 0.690 -9.173
H -1.063 -0.615 -6.520
C -0.501 0.102 7.000
N 0.573 -0.474 6.233
C 1.359 -1.533 6.882
C 0.725 -0.240 4.914
O 1.366 -0.913 4.139
H -1.114 0.763 6.381
H -0.212 0.727 7.847
H -1.203 -0.659 7.349
H 1.670 -1.136 7.843
H 0.853 -2.496 6.854
H 2.257 -1.671 6.279
H 0.201 0.696 4.659
C -0.067 0.069 0.832
N -1.078 1.113 0.753
C -1.904 1.345 1.917
C -1.226 1.805 -0.383
O -0.504 1.679 -1.362
H -0.515 -0.865 1.192
H 0.680 0.300 1.594
H 0.375 -0.175 -0.127
H -1.345 1.671 2.798
H -2.574 2.185 1.733
H -2.465 0.443 2.157
H -1.994 2.596 -0.357
*
```

2.
Entry from the OMol25 dataset: a structure of composition C24H25ClIrN5O8PS (ωB97M-V/def2-TZVPD).

Summary:
Energy above the lowest of the compared OMol25 structures with the same formula, charge and spin: 1.831 eV
HOMO: -10.9 eV
E_LUMO: -3.0 eV

The geometry in ORCA input format:
```
! wB97M-V def2-TZVPD RIJCOSX def2/J DEFGRID3
* xyz 1 1
Ir 0.031 0.050 0.027
O 0.758 3.334 4.805
C 1.489 2.236 4.914
O 2.266 2.066 5.812
C 1.319 1.188 3.850
C 1.897 -0.069 3.884
Cl 2.724 -0.785 5.172
N 1.593 -0.737 2.741
N 0.797 0.060 1.972
C 0.657 1.207 2.620
C 0.033 2.323 1.848
O -0.327 3.355 2.385
O -0.007 2.096 0.572
C 2.194 -1.954 2.243
C 3.520 -2.236 2.553
C 4.117 -3.371 2.029
C 3.411 -4.222 1.192
C 2.097 -3.924 0.873
C 1.493 -2.792 1.396
H 0.242 3.372 3.963
H 4.101 -1.578 3.177
H 5.150 -3.579 2.272
H 3.886 -5.104 0.783
H 1.532 -4.567 0.212
H 0.477 -2.570 1.137
O -1.028 0.417 -1.649
N -0.375 0.254 -2.818
C -0.656 1.062 -3.854
C -0.003 0.871 -5.040
C 0.947 -0.155 -5.133
C 1.184 -0.984 -4.061
C 0.477 -0.793 -2.867
S 0.614 -1.771 -1.443
H -1.398 1.822 -3.660
H -0.225 1.516 -5.877
H 1.499 -0.294 -6.052
H 1.907 -1.785 -4.105
C 4.520 -0.048 -1.189
O 3.138 -0.342 -0.917
P 2.135 0.777 -0.444
O 2.276 1.874 -1.578
C 1.326 2.919 -1.886
O 2.875 1.371 0.826
C 3.377 2.716 0.973
H 4.976 -0.986 -1.488
H 5.009 0.329 -0.291
H 4.599 0.680 -1.995
H 1.599 3.286 -2.871
H 1.397 3.714 -1.148
H 0.315 2.530 -1.884
H 4.248 2.652 1.618
H 2.618 3.340 1.444
H 3.657 3.129 0.007
N -2.168 -2.266 1.252
C -2.807 -1.122 0.929
C -4.212 -1.115 0.841
C -4.861 0.058 0.584
C -4.115 1.227 0.399
C -2.754 1.140 0.454
N -2.077 -0.011 0.719
H -2.683 -3.112 1.410
H -1.171 -2.291 1.302
H -4.752 -2.042 0.983
H -5.940 0.077 0.517
H -4.586 2.180 0.213
H -2.140 2.010 0.286
*
```

Question: Which formula does entry 1 have?
Answer: C45H107N11O7P2